Density functional theory data (ωB97M-V/def2-TZVPD) for 5 unconnected molecules or ions with the total composition C12H32FO4 at a distorted geometry.

```
49
Properties=species:S:1:pos:R:3:mulliken_charge:R:1
F -1.19 -0.85 1.34 -0.96
C 2.38 4.44 3.44 -1.19
C 2.53 2.92 3.59 0.49
C 3.33 2.46 4.84 -1.33
O 1.26 2.47 3.77 -0.55
H 3.27 5.02 3.20 0.41
H 1.76 4.97 4.17 0.30
H 1.93 4.59 2.46 0.22
H 3.03 2.54 2.70 0.30
H 4.16 3.17 4.89 0.36
H 3.35 1.38 4.99 0.32
H 2.75 2.78 5.71 0.32
H 1.07 1.90 3.02 0.34
C -3.54 -3.02 -2.20 -1.43
C -4.75 -3.27 -1.38 0.62
C -5.11 -4.79 -1.32 -1.25
O -4.61 -2.84 -0.05 -0.55
H -2.67 -3.57 -1.84 0.33
H -3.31 -1.97 -2.03 0.39
H -3.68 -3.36 -3.23 0.40
H -5.55 -2.73 -1.89 0.16
H -5.27 -5.08 -2.35 0.34
H -6.00 -5.06 -0.75 0.33
H -4.41 -5.50 -0.87 0.30
H -3.70 -2.62 0.12 0.35
C -1.10 3.02 -3.87 -1.23
C -0.73 3.30 -2.34 0.43
C -0.81 4.75 -2.02 -1.20
O -1.81 2.63 -1.62 -0.56
H -2.02 3.48 -4.22 0.32
H -1.13 1.93 -3.90 0.30
H -0.26 3.30 -4.51 0.37
H 0.28 2.90 -2.24 0.33
H -1.82 5.01 -1.69 0.35
H -0.51 5.37 -2.86 0.30
H -0.20 5.00 -1.15 0.25
H -1.33 1.97 -1.11 0.32
C 2.63 -4.32 -0.21 -1.28
C 3.06 -3.07 0.59 0.43
C 3.25 -1.92 -0.35 -1.21
O 2.29 -2.66 1.66 -0.52
H 3.20 -4.62 -1.09 0.36
H 1.56 -4.31 -0.41 0.29
H 2.81 -5.17 0.45 0.34
H 4.05 -3.43 0.88 0.22
H 4.03 -1.32 0.13 0.30
H 2.33 -1.36 -0.52 0.37
H 3.75 -2.17 -1.30 0.34
H 1.46 -2.29 1.36 0.34
```

- Energy relative to the best compared isomer or geometry (same formula, charge and spin): 373.58 kJ/mol
- F_max: 3.6 eV/Å
- E_HOMO: -4.14 eV
- DFT total energy: -877.1718 a.u.
- Net charge: -1
- Orbital gap: 0.25522 Ha


Density functional theory data (ωB97M-V/def2-TZVPD) for 3 unconnected molecules or ions with the total composition C12H32O2PS at a distorted geometry.

```
48
Properties=species:S:1:pos:R:3:mulliken_charge:R:1
C -0.82 2.48 -0.22 -1.24
C -0.36 1.11 0.30 0.34
P -0.87 0.63 1.98 0.18
S -3.01 0.95 2.05 -0.19
C -0.25 1.91 3.11 -0.42
C -0.83 1.80 4.52 -1.30
H -1.88 2.69 -0.03 0.22
H -0.20 3.27 0.21 0.42
H -0.68 2.52 -1.30 0.37
H 0.73 1.09 0.34 0.29
H -0.70 0.30 -0.35 -0.15
H -3.35 -0.05 1.23 0.30
H -3.46 1.96 1.26 0.25
H -0.36 2.92 2.72 0.44
H 0.82 1.67 3.11 0.35
H -1.79 2.31 4.59 0.39
H -0.16 2.25 5.24 0.37
H -0.98 0.76 4.81 0.36
C -2.97 -0.04 -6.00 -1.02
C -1.71 0.31 -5.23 -0.34
O -1.96 0.83 -3.92 -0.40
C -2.65 -0.02 -3.04 -0.20
C -1.94 -1.33 -2.74 -1.14
H -3.62 0.82 -6.09 0.29
H -2.70 -0.37 -7.01 0.39
H -3.53 -0.86 -5.53 0.26
H -1.17 1.11 -5.74 0.32
H -1.04 -0.55 -5.18 0.31
H -3.67 -0.22 -3.39 0.35
H -2.73 0.56 -2.12 0.17
H -1.84 -1.97 -3.62 0.36
H -2.49 -1.90 -1.99 0.38
H -0.93 -1.14 -2.36 0.28
C 5.30 -1.91 1.40 -1.08
C 4.31 -0.78 1.57 -0.30
O 3.00 -1.08 1.12 -0.39
C 2.35 -2.16 1.76 -0.43
C 2.12 -1.94 3.24 -0.87
H 5.35 -2.23 0.36 0.29
H 6.29 -1.58 1.71 0.40
H 5.04 -2.78 2.01 0.28
H 4.62 0.08 0.96 0.33
H 4.29 -0.44 2.61 0.29
H 2.88 -3.11 1.58 0.36
H 1.39 -2.24 1.25 0.36
H 3.04 -1.88 3.82 0.33
H 1.52 -2.75 3.66 0.39
H 1.59 -1.00 3.36 0.08
```

- Energy relative to the best compared isomer or geometry (same formula, charge and spin): 7.25 kJ/mol
- F_max: 1.1 eV/Å
- E_HOMO: -12.07 eV
- DFT total energy: -1366.1175 a.u.
- Net charge: +1
- Orbital gap: 0.30669 Ha


Density functional theory data (ωB97M-V/def2-TZVPD) for a molecular structure, C12H32O4Rb at a distorted geometry.

```
49
Properties=species:S:1:pos:R:3:mulliken_charge:R:1
Rb 1.15 -0.88 -0.21 0.75
C -2.87 -3.66 -0.94 -1.26
C -1.52 -4.19 -0.32 0.34
C -0.62 -4.90 -1.38 -1.25
O -0.86 -3.06 0.20 -0.37
H -3.53 -4.41 -1.37 0.39
H -2.76 -2.88 -1.70 0.32
H -3.48 -3.06 -0.27 0.31
H -1.69 -4.91 0.48 0.23
H 0.37 -5.23 -1.06 0.36
H -0.49 -4.22 -2.22 0.29
H -1.12 -5.77 -1.80 0.38
H -0.14 -3.30 0.79 0.27
C 1.24 3.46 2.19 -1.39
C 1.53 2.58 0.94 0.68
C 2.72 3.11 0.12 -1.23
O 1.94 1.29 1.34 -0.48
H 0.85 4.40 1.80 0.39
H 2.14 3.56 2.79 0.40
H 0.46 3.05 2.83 0.30
H 0.66 2.50 0.29 0.19
H 2.40 4.06 -0.29 0.39
H 2.97 2.48 -0.74 0.11
H 3.67 3.29 0.62 0.41
H 2.47 1.41 2.13 0.30
C -1.04 0.51 3.63 -1.21
C -1.54 -0.73 2.87 0.64
C -3.02 -1.01 3.03 -1.39
O -1.38 -0.44 1.50 -0.39
H -1.15 0.37 4.71 0.43
H -1.67 1.37 3.41 0.34
H -0.02 0.65 3.28 0.15
H -0.98 -1.63 3.10 0.28
H -3.35 -1.96 2.61 0.33
H -3.68 -0.25 2.62 0.31
H -3.30 -1.04 4.09 0.39
H -1.31 -1.32 1.13 0.21
C 2.62 1.07 -3.12 -1.35
C 1.41 1.98 -2.89 0.85
C 0.69 2.31 -4.20 -1.65
O 0.49 1.28 -2.04 -0.32
H 2.25 0.12 -3.49 0.39
H 3.23 0.85 -2.25 0.27
H 3.33 1.46 -3.86 0.35
H 1.65 2.98 -2.52 0.10
H 1.44 2.78 -4.84 0.41
H -0.13 3.02 -4.07 0.45
H 0.34 1.38 -4.65 0.39
H -0.40 1.56 -2.27 0.22
```

- Energy relative to the best compared isomer or geometry (same formula, charge and spin): 0.00 kJ/mol
- F_max: 2.0 eV/Å
- E_HOMO: -12.91 eV
- DFT total energy: -801.2639 a.u.
- Net charge: +1
- Orbital gap: 0.36618 Ha


Density functional theory data (ωB97M-V/def2-TZVPD) for a molecular structure, C12H33AgN3O3 at a distorted geometry.

```
52
Properties=species:S:1:pos:R:3:mulliken_charge:R:1
Ag 0.47 -0.12 -0.04 0.77
C 0.15 4.28 0.28 -1.65
C -0.06 2.78 -0.02 0.65
C -1.07 2.46 -1.13 -0.77
O -1.34 1.07 -1.18 0.38
C -2.25 0.73 -2.19 -0.98
N 1.17 2.21 -0.39 -0.46
H 0.36 4.89 -0.61 0.40
H 0.92 4.43 1.03 0.46
H -0.80 4.57 0.72 0.41
H -0.29 2.26 0.91 -0.44
H -0.63 2.85 -2.05 0.48
H -2.02 2.96 -0.99 0.48
H -3.25 1.10 -1.99 0.33
H -2.40 -0.35 -2.12 0.20
H -1.99 0.96 -3.22 0.35
H 1.46 2.70 -1.22 0.26
H 1.87 2.61 0.21 0.28
C 2.00 -0.59 4.13 -1.60
C 1.17 -0.69 2.84 0.51
C -0.23 0.01 2.90 -0.96
O -1.00 -0.31 1.72 0.14
C -2.36 0.30 1.75 -0.87
N 1.92 -0.14 1.76 -0.48
H 2.13 0.44 4.47 0.42
H 3.04 -0.90 4.02 0.42
H 1.63 -1.10 5.02 0.41
H 1.04 -1.76 2.69 0.17
H -0.13 1.09 3.00 0.42
H -0.69 -0.38 3.81 0.52
H -2.80 0.04 2.71 0.40
H -2.96 -0.11 0.94 0.23
H -2.33 1.38 1.59 0.27
H 2.82 -0.57 1.60 0.30
H 2.23 0.79 2.01 0.27
C 1.21 -2.15 -3.78 -1.76
C 0.69 -1.67 -2.48 0.71
C -0.11 -2.75 -1.75 -0.83
O -0.89 -2.10 -0.75 -0.04
C -1.63 -3.04 -0.05 -1.01
N 1.79 -1.29 -1.66 -0.45
H 1.98 -1.49 -4.18 0.46
H 0.46 -2.22 -4.57 0.41
H 1.79 -3.08 -3.76 0.42
H 0.05 -0.81 -2.69 -0.08
H 0.52 -3.56 -1.39 0.49
H -0.78 -3.14 -2.51 0.46
H -0.97 -3.77 0.40 0.38
H -2.38 -3.56 -0.66 0.35
H -2.27 -2.67 0.75 0.23
H 2.29 -0.57 -2.16 0.25
H 2.46 -2.05 -1.70 0.30
```

- Energy relative to the best compared isomer or geometry (same formula, charge and spin): 0.00 kJ/mol
- F_max: 3.1 eV/Å
- 2S+1: 2
- E_HOMO (alpha / beta): -16.20 / -15.98 eV
- DFT total energy: -1013.3067 a.u.
- Net charge: +2
- <S²>: 0.755
- Orbital gap (alpha / beta): 0.39836 / 0.21664 Ha


Density functional theory data (ωB97M-V/def2-TZVPD) for a molecular structure, C12H33ClI2O3P3Pd at a distorted geometry.

```
55
Properties=species:S:1:pos:R:3:mulliken_charge:R:1
I 0.70 2.38 -0.47 0.34
I 0.95 -2.88 -0.55 0.33
Pd -0.48 -0.29 -1.61 0.20
P -2.60 -0.32 -2.19 0.80
C -3.45 -0.34 -0.59 -1.14
C -2.95 1.19 -3.11 -1.00
H -4.03 1.21 -3.32 0.46
H -3.95 -1.96 -3.25 0.48
H -2.35 1.13 -4.02 0.40
H -2.32 -1.77 -4.01 0.38
H -3.40 0.64 -0.10 0.19
H -2.63 2.05 -2.51 0.33
C -2.88 -1.84 -3.07 -1.00
H -4.45 -0.60 -0.90 0.56
H -2.47 -2.67 -2.48 0.33
H -2.98 -1.09 0.06 0.36
P 2.17 -0.24 -2.17 -0.21
C 3.31 -0.24 -0.73 -0.46
C 2.82 -1.64 -3.10 -1.01
H 2.30 1.21 -4.06 0.46
H 3.90 1.09 -3.24 0.44
H 2.58 2.09 -2.54 0.34
C 2.81 1.19 -3.10 -1.06
H 2.29 -1.67 -4.06 0.41
H 3.90 -1.53 -3.25 0.44
H 4.36 -0.29 -1.05 0.59
H 3.05 -1.11 -0.12 0.22
H 2.61 -2.56 -2.54 0.38
H 3.13 0.68 -0.16 0.01
Cl 0.04 -0.09 -3.98 -0.36
C -2.63 2.50 2.77 -1.36
C -1.38 2.24 1.96 0.15
O -1.47 0.87 1.52 -0.35
P -0.22 0.02 0.92 0.58
O -0.52 -1.29 1.75 -0.12
C 0.38 -2.34 2.22 -0.21
C -0.19 -2.88 3.49 -1.54
O 1.15 0.63 1.52 -0.06
C 1.55 0.68 2.88 -0.22
C 2.40 1.90 3.13 -1.24
H -3.54 2.29 2.21 0.33
H -2.65 3.57 3.09 0.41
H -2.60 1.88 3.66 0.34
H -1.29 2.90 1.07 0.25
H -0.44 2.37 2.53 0.15
H 0.34 -3.17 1.46 0.28
H 1.43 -2.05 2.33 0.53
H -0.24 -2.06 4.23 0.35
H -1.20 -3.28 3.38 0.35
H 0.45 -3.66 3.88 0.45
H 2.13 -0.21 3.11 0.29
H 0.65 0.70 3.53 0.42
H 3.25 1.94 2.41 0.29
H 2.85 1.89 4.14 0.41
H 1.83 2.84 3.04 0.32
```

- Energy relative to the best compared isomer or geometry (same formula, charge and spin): 86.26 kJ/mol
- F_max: 3.2 eV/Å
- 2S+1: 5
- E_HOMO (alpha / beta): -18.62 / -19.00 eV
- DFT total energy: -2909.1791 a.u.
- Net charge: +3
- <S²>: 6.031
- Orbital gap (alpha / beta): 0.26162 / 0.20953 Ha